{"formula": "C5H13NO", "method": "the ωB97M-V functional and the def2-TZVPD basis", "symbols": ["O", "C", "H", "H", "H", "C", "H", "C", "H", "H", "H", "H", "C", "N", "C", "H", "H", "H", "H", "H"], "xyz": [[-0.501087, 0.753913, 0.193935], [-1.836274, 0.602752, 0.485527], [-3.779876, 1.196826, -0.333063], [-2.530432, 2.486165, -0.258471], [0.312552, -1.632322, -1.407872], [-2.721912, 1.432898, -0.453950], [1.838618, -2.530177, -1.350576], [1.461405, -1.189378, 0.333027], [0.504189, -2.996669, -0.311986], [2.619138, 0.790769, 1.507420], [-2.133009, -0.460951, 0.384258], [-2.080648, 0.894085, 1.521041], [2.342933, 1.042530, 0.481781], [1.804570, 0.129628, -0.258181], [1.015644, -2.140030, -0.750713], [2.375784, 2.066732, 0.136812], [0.846013, 0.773416, -0.323776], [0.597008, -0.882267, 0.928628], [2.286129, -1.538366, 0.953105], [-2.420745, 1.200446, -1.476946]], "forces_ev_per_angstrom": [[1.493, 0.770, 0.405], [-0.337, -0.135, -0.746], [-0.079, 0.118, 0.058], [-0.146, 0.134, -0.109], [-0.047, 0.035, 0.025], [0.387, -0.366, 0.131], [0.068, 0.113, 0.004], [-0.175, 0.742, -0.200], [-0.005, 0.020, 0.053], [0.620, 0.191, -0.133], [-0.074, 0.038, 0.086], [0.195, -0.031, 0.042], [-0.041, -1.448, 0.415], [0.286, 1.614, 1.096], [0.101, -0.323, -0.072], [-0.027, 0.050, -0.058], [-2.239, -1.096, -1.119], [0.055, -0.451, 0.226], [0.063, -0.074, -0.051], [-0.097, 0.100, -0.053]], "lowdin_charge": [-0.33, -0.45, 0.06, 0.06, 0.08, -0.11, 0.07, -0.24, 0.08, 0.11, 0.09, 0.09, 0.09, -0.04, -0.08, 0.11, 0.13, 0.11, 0.12, 0.06], "e_homo_ev": -7.82, "orbital_gap_ev": 7.2}